{
  "formula": "C73H65N2O3P4SZr",
  "method": "ωB97M-V with the def2-TZVPD basis set",
  "elements": ["Zr", "O", "C", "O", "C", "C", "C", "C", "C", "N", "H", "H", "H", "H", "C", "C", "C", "C", "C", "C", "C", "C", "P", "C", "C", "C", "C", "C", "C", "C", "C", "C", "C", "C", "C", "C", "O", "C", "C", "C", "C", "C", "C", "P", "C", "C", "C", "C", "C", "C", "C", "C", "C", "C", "C", "C", "H", "H", "H", "H", "H", "H", "H", "H", "H", "H", "H", "H", "H", "H", "H", "H", "H", "H", "H", "H", "H", "H", "H", "H", "H", "H", "H", "H", "H", "H", "H", "H", "C", "S", "C", "C", "C", "N", "P", "C", "C", "C", "C", "C", "C", "C", "C", "C", "C", "C", "C", "P", "C", "C", "C", "C", "C", "C", "C", "C", "C", "C", "C", "C", "H", "H", "H", "H", "H", "H", "H", "H", "H", "H", "H", "H", "H", "H", "H", "H", "H", "H", "H", "H", "H", "H", "H", "H", "H", "H", "H", "H", "H"],
  "xyz": [[0.22, 0.20, 0.03], [0.07, -3.14, -1.53], [0.58, -2.05, -1.43], [0.94, -1.51, -0.30], [0.82, -1.14, -2.61], [1.10, -1.68, -3.86], [1.41, -0.81, -4.90], [1.37, 0.55, -4.65], [1.02, 1.00, -3.39], [0.75, 0.18, -2.36], [1.10, -2.75, -3.98], [1.67, -1.19, -5.87], [1.61, 1.27, -5.42], [0.92, 2.06, -3.20], [6.08, -0.33, 4.62], [5.41, 1.01, 4.27], [6.13, 2.16, 4.99], [5.49, 1.19, 2.77], [6.70, 1.45, 2.14], [6.80, 1.54, 0.76], [5.67, 1.40, -0.03], [4.45, 1.16, 0.57], [2.92, 0.79, -0.39], [3.57, -0.78, -1.06], [3.82, -1.08, -2.39], [4.35, -2.32, -2.73], [4.64, -3.25, -1.75], [4.39, -2.95, -0.41], [3.83, -1.74, -0.07], [3.03, 2.15, -1.61], [4.00, 2.29, -2.59], [4.12, 3.49, -3.28], [3.27, 4.55, -3.01], [2.25, 4.39, -2.08], [2.13, 3.20, -1.39], [4.38, 1.03, 1.96], [3.12, 0.72, 2.42], [2.95, 0.74, 3.78], [1.63, 0.53, 4.16], [1.27, 0.61, 5.50], [2.26, 0.86, 6.43], [3.59, 0.99, 6.04], [3.96, 0.94, 4.71], [0.52, 0.12, 2.78], [-0.57, 1.62, 2.89], [-0.45, 2.47, 1.78], [-0.99, 3.74, 1.79], [-1.74, 4.15, 2.88], [-1.92, 3.30, 3.96], [-1.29, 2.07, 3.99], [-0.40, -1.38, 3.41], [-1.74, -1.94, 5.03], [-2.71, -3.04, 5.26], [-2.83, -4.08, 4.45], [-1.88, -4.33, 3.31], [-0.76, -2.19, 2.16], [7.12, -0.33, 4.30], [5.57, -1.15, 4.13], [6.05, -0.51, 5.70], [7.18, 2.19, 4.73], [6.08, 2.04, 6.07], [5.69, 3.12, 4.73], [7.60, 1.57, 2.73], [7.75, 1.72, 0.30], [5.77, 1.48, -1.10], [3.63, -0.36, -3.17], [4.54, -2.55, -3.77], [5.07, -4.21, -2.01], [4.64, -3.67, 0.35], [3.60, -1.51, 0.96], [4.66, 1.48, -2.84], [4.89, 3.59, -4.02], [3.39, 5.49, -3.52], [1.57, 5.20, -1.89], [1.34, 3.07, -0.64], [0.25, 0.49, 5.82], [2.01, 0.93, 7.48], [4.34, 1.12, 6.80], [0.13, 2.12, 0.90], [-0.81, 4.43, 0.97], [-2.18, 5.14, 2.89], [-2.52, 3.62, 4.80], [-1.37, 1.46, 4.88], [-1.80, -1.24, 5.86], [-3.36, -2.93, 6.12], [-3.56, -4.84, 4.64], [-2.20, -5.25, 2.81], [-0.18, -2.12, 1.24], [-6.71, -5.23, 0.75], [-6.52, -3.47, 1.12], [-6.55, -2.74, -0.56], [-5.60, -1.55, -0.68], [-4.17, -1.98, -0.37], [-3.22, -0.86, -0.28], [-1.99, -0.59, -1.47], [-2.82, -1.17, -2.99], [-2.38, -2.30, -3.66], [-3.04, -2.71, -4.82], [-4.12, -1.99, -5.29], [-4.57, -0.87, -4.61], [-3.92, -0.45, -3.46], [-2.09, 1.25, -1.79], [-1.75, 1.72, -3.06], [-1.72, 3.08, -3.32], [-2.07, 3.99, -2.34], [-2.45, 3.53, -1.09], [-2.43, 2.17, -0.80], [-2.64, -0.37, 1.27], [-4.23, 0.09, 2.07], [-4.74, 1.39, 2.05], [-5.97, 1.67, 2.61], [-6.72, 0.65, 3.19], [-6.21, -0.64, 3.24], [-4.97, -0.91, 2.70], [-2.24, -1.80, 2.34], [-1.81, -3.24, 2.24], [-0.52, -4.56, 3.91], [0.20, -3.63, 4.52], [-0.22, -2.21, 4.71], [-1.88, -1.16, 3.71], [-6.71, -5.75, 1.70], [-5.87, -5.56, 0.14], [-7.65, -5.40, 0.23], [-7.57, -2.43, -0.76], [-6.26, -3.54, -1.25], [-5.91, -0.77, 0.02], [-5.67, -1.16, -1.69], [-3.82, -2.68, -1.14], [-4.17, -2.51, 0.59], [-1.55, -2.87, -3.28], [-2.69, -3.58, -5.35], [-4.62, -2.30, -6.20], [-5.42, -0.32, -4.97], [-4.26, 0.43, -2.94], [-1.55, 1.02, -3.86], [-1.46, 3.43, -4.31], [-2.09, 5.05, -2.55], [-2.80, 4.22, -0.34], [-2.78, 1.82, 0.16], [-4.17, 2.19, 1.59], [-6.35, 2.68, 2.59], [-7.68, 0.87, 3.62], [-6.78, -1.44, 3.69], [-4.58, -1.91, 2.79], [-2.00, -3.66, 1.25], [-0.14, -5.57, 3.88], [1.15, -3.89, 4.95], [0.44, -1.75, 5.45], [-2.34, -0.17, 3.81]],
  "lowdin_charge": [1.486, 0.147, -0.608, -0.296, -0.255, 0.022, 0.014, 0.006, -0.132, -0.011, 0.145, 0.134, 0.132, 0.108, 0.008, -0.429, -0.005, -0.081, 0.016, -0.028, -0.046, -0.238, 1.117, -0.359, -0.097, -0.051, -0.039, -0.037, -0.093, -0.381, -0.093, -0.032, -0.036, -0.058, -0.135, -0.193, -0.071, -0.191, -0.239, -0.071, -0.029, 0.022, -0.079, 1.157, -0.362, -0.188, -0.070, -0.034, -0.022, -0.063, -0.368, -0.149, -0.021, -0.021, -0.218, -0.200, 0.095, 0.097, 0.097, 0.087, 0.085, 0.106, 0.126, 0.121, 0.099, 0.091, 0.119, 0.120, 0.119, 0.111, 0.099, 0.123, 0.122, 0.114, 0.077, 0.101, 0.123, 0.126, 0.002, 0.112, 0.124, 0.127, 0.104, 0.147, 0.117, 0.119, 0.145, 0.082, -0.387, 0.829, -0.441, -0.232, -0.265, -0.407, 1.030, -0.341, -0.077, -0.043, -0.032, -0.038, -0.099, -0.367, -0.120, -0.042, -0.033, -0.063, -0.128, 1.058, -0.327, -0.089, -0.056, -0.038, -0.056, -0.119, -0.338, -0.089, -0.012, -0.026, -0.154, -0.197, 0.035, 0.034, 0.044, 0.083, 0.083, 0.106, 0.098, 0.122, 0.058, 0.091, 0.118, 0.122, 0.123, 0.120, 0.114, 0.124, 0.123, 0.113, 0.034, 0.086, 0.114, 0.121, 0.114, 0.084, 0.154, 0.120, 0.114, 0.123, 0.107],
  "lumo_ev": -8.64,
  "total_charge": 3,
  "total_energy_ev": -135125.31135
}

***

{
  "formula": "C4H13N2S2",
  "method": "ωB97M-V with the def2-TZVPD basis set",
  "elements": ["C", "C", "C", "C", "N", "N", "S", "S", "H", "H", "H", "H", "H", "H", "H", "H", "H", "H", "H", "H", "H"],
  "xyz": [[0.43, 2.11, -0.42], [-2.10, -1.18, 2.09], [0.76, -0.33, -0.19], [0.75, 0.82, -1.09], [1.17, -0.03, 1.15], [1.02, 0.57, -2.35], [-2.00, -1.68, 0.25], [1.96, -1.58, -1.05], [-0.74, 2.11, -0.08], [0.47, 3.03, -1.15], [0.94, 2.26, 0.61], [-3.27, -1.28, 2.28], [-1.36, -1.89, 2.60], [-0.16, -0.97, -0.38], [0.68, -0.32, 1.96], [2.05, 0.37, 1.29], [1.01, 1.34, -3.01], [-1.78, -0.17, 2.07], [1.38, -0.32, -2.63], [-2.28, -0.47, -0.27], [1.07, -2.40, -1.68]],
  "nbo_charge": [-0.734, -0.694, -0.259, 0.438, -0.847, -0.650, -0.033, -0.074, 0.294, 0.263, 0.312, 0.267, 0.247, 0.323, 0.408, 0.393, 0.427, 0.210, 0.442, 0.114, 0.153],
  "relative_energy_ev": 2.915,
  "lumo_ev": -4.42,
  "total_charge": 1,
  "total_energy_ev": -29000.96145
}

***

{
  "formula": "C19H43F3NO6S",
  "method": "ωB97M-V with the def2-TZVPD basis set",
  "elements": ["C", "C", "N", "C", "C", "S", "C", "C", "C", "F", "F", "F", "H", "H", "H", "H", "H", "H", "H", "H", "H", "H", "H", "H", "H", "C", "O", "C", "C", "O", "C", "H", "H", "H", "H", "H", "H", "H", "H", "H", "H", "C", "O", "C", "C", "O", "C", "H", "H", "H", "H", "H", "H", "H", "H", "H", "H", "C", "O", "C", "C", "O", "C", "H", "H", "H", "H", "H", "H", "H", "H", "H", "H"],
  "xyz": [[4.27, -0.94, -0.32], [3.88, -2.00, -1.08], [4.11, -3.42, -0.71], [3.48, -4.27, -1.78], [3.46, -3.87, 0.63], [2.01, -2.97, 1.10], [0.55, -3.59, 0.19], [0.29, -2.72, -1.06], [5.56, -3.79, -0.68], [5.69, -5.03, -0.22], [6.04, -3.70, -1.92], [6.24, -2.96, 0.10], [4.94, -0.23, -0.77], [3.89, -0.81, 0.69], [3.33, -1.83, -1.98], [2.42, -4.39, -1.60], [3.59, -3.80, -2.75], [3.94, -5.25, -1.84], [3.30, -4.94, 0.60], [4.20, -3.72, 1.42], [-0.28, -3.51, 0.87], [0.74, -4.61, -0.15], [0.82, -3.11, -1.93], [-0.76, -2.64, -1.28], [0.69, -1.73, -0.89], [0.32, 3.61, 1.82], [-0.21, 2.47, 2.48], [-0.14, 1.29, 1.71], [1.07, 0.45, 2.07], [2.30, 1.10, 1.78], [2.87, 1.75, 2.90], [0.53, 4.37, 2.58], [1.23, 3.39, 1.28], [-0.43, 4.02, 1.13], [-0.14, 1.53, 0.64], [-1.04, 0.71, 1.93], [1.06, -0.46, 1.47], [1.04, 0.15, 3.13], [3.41, 1.03, 3.53], [2.12, 2.26, 3.50], [3.58, 2.49, 2.53], [-4.14, -4.84, -5.77], [-4.80, -4.86, -4.52], [-4.04, -5.44, -3.48], [-3.33, -4.40, -2.64], [-2.37, -3.65, -3.38], [-2.88, -2.42, -3.85], [-4.63, -4.10, -6.40], [-3.08, -4.57, -5.67], [-4.21, -5.82, -6.26], [-3.32, -6.16, -3.89], [-4.73, -5.99, -2.84], [-2.79, -4.91, -1.84], [-4.06, -3.72, -2.18], [-2.85, -1.66, -3.06], [-3.90, -2.50, -4.22], [-2.24, -2.09, -4.67], [-3.08, 9.02, 2.53], [-3.60, 7.87, 3.17], [-3.50, 6.69, 2.39], [-2.29, 5.86, 2.74], [-1.07, 6.55, 2.46], [-0.53, 7.19, 3.61], [-2.88, 9.77, 3.29], [-2.16, 8.81, 1.99], [-3.82, 9.42, 1.82], [-3.50, 6.94, 1.32], [-4.40, 6.10, 2.59], [-2.29, 4.95, 2.13], [-2.32, 5.55, 3.79], [0.02, 6.47, 4.22], [-1.31, 7.66, 4.22], [0.16, 7.96, 3.27]],
  "lowdin_charge": [0.119, -0.122, -0.165, 0.036, -0.382, 0.970, -0.453, -0.139, -0.623, 0.208, 0.212, 0.212, 0.099, 0.068, 0.129, 0.082, 0.114, 0.121, 0.106, 0.098, 0.075, 0.073, 0.059, 0.068, 0.055, -0.095, -0.182, -0.207, -0.213, -0.213, -0.095, 0.087, 0.086, 0.086, 0.129, 0.128, 0.061, 0.133, 0.089, 0.087, 0.093, -0.105, -0.186, -0.207, -0.208, -0.215, -0.108, 0.092, 0.081, 0.091, 0.127, 0.129, 0.119, 0.128, 0.085, 0.087, 0.091, -0.108, -0.188, -0.205, -0.206, -0.209, -0.108, 0.091, 0.082, 0.090, 0.128, 0.127, 0.112, 0.132, 0.085, 0.086, 0.091],
  "lumo_ev": -4.26,
  "total_charge": 1,
  "total_energy_ev": -53149.63845
}

***

{
  "formula": "C3H4S3",
  "method": "ωB97M-V with the def2-TZVPD basis set",
  "elements": ["C", "C", "C", "S", "S", "S", "H", "H", "H", "H"],
  "xyz": [[-2.26, -0.53, -0.78], [-1.35, -0.29, -0.08], [0.14, -0.04, 0.30], [1.24, 0.16, -1.15], [0.25, 1.58, 1.22], [0.75, -1.56, 1.15], [-3.10, -0.92, -1.18], [0.87, 1.37, -1.36], [1.55, 1.40, 1.21], [1.89, -1.18, 0.67]],
  "nbo_charge": [-0.168, -0.063, -0.480, 0.045, 0.031, 0.061, 0.220, 0.122, 0.119, 0.113],
  "relative_energy_ev": 3.257,
  "lumo_ev": 0.41,
  "smiles": "C#CC(S)(S)S",
  "total_energy_ev": -35678.21934
}

***

{
  "formula": "C51H45O2P2SSiTl",
  "method": "ωB97M-V with the def2-TZVPD basis set",
  "elements": ["Tl", "O", "S", "C", "C", "C", "C", "C", "C", "C", "C", "C", "C", "P", "C", "C", "C", "C", "C", "C", "C", "C", "C", "C", "C", "C", "C", "C", "C", "C", "C", "C", "C", "C", "C", "C", "C", "C", "P", "C", "C", "C", "C", "C", "C", "C", "C", "C", "C", "C", "C", "C", "C", "H", "H", "H", "H", "H", "H", "H", "H", "H", "H", "H", "H", "H", "H", "H", "H", "H", "H", "H", "H", "H", "H", "H", "H", "H", "H", "H", "H", "H", "H", "H", "H", "H", "H", "H", "H", "C", "Si", "C", "C", "O", "H", "H", "H", "H", "H", "H", "H", "H", "H"],
  "xyz": [[-0.35, 1.65, -1.98], [-0.03, -0.79, -0.92], [-0.45, -0.82, 0.53], [-1.96, -1.77, 0.60], [-1.95, -3.12, 0.34], [-3.04, -3.96, 0.67], [-4.12, -3.38, 1.31], [-5.39, -3.97, 1.87], [-6.19, -2.75, 2.42], [-5.32, -1.55, 2.11], [-5.51, -0.20, 2.29], [-4.52, 0.68, 1.78], [-3.35, 0.23, 1.20], [-2.29, 1.37, 0.25], [-3.44, 2.00, -1.02], [-4.20, 3.16, -0.90], [-5.02, 3.56, -1.95], [-5.09, 2.81, -3.11], [-4.35, 1.64, -3.24], [-3.52, 1.24, -2.20], [-1.97, 2.82, 1.30], [-2.17, 2.83, 2.68], [-1.73, 3.91, 3.44], [-1.07, 4.97, 2.85], [-0.88, 4.98, 1.47], [-1.33, 3.91, 0.71], [-3.10, -1.14, 1.10], [-4.13, -1.99, 1.50], [0.76, -1.90, 1.24], [0.45, -2.52, 2.43], [1.25, -3.53, 2.99], [2.34, -3.94, 2.27], [3.33, -5.06, 2.52], [4.32, -4.97, 1.34], [3.84, -3.82, 0.50], [4.31, -3.30, -0.67], [3.64, -2.17, -1.20], [2.54, -1.57, -0.62], [2.09, 0.00, -1.38], [3.65, 0.90, -1.76], [4.92, 0.61, -1.28], [5.97, 1.50, -1.48], [5.76, 2.70, -2.14], [4.50, 3.00, -2.64], [3.46, 2.11, -2.44], [1.43, -0.17, -3.09], [2.43, -0.29, -4.07], [2.11, -0.56, -5.39], [0.79, -0.68, -5.78], [-0.21, -0.59, -4.82], [0.10, -0.36, -3.49], [1.96, -2.18, 0.55], [2.68, -3.26, 1.09], [-1.07, -3.56, -0.11], [-3.00, -5.02, 0.45], [-5.17, -4.70, 2.65], [-5.94, -4.50, 1.09], [-6.37, -2.83, 3.49], [-7.16, -2.65, 1.94], [-6.41, 0.20, 2.75], [-4.71, 1.74, 1.83], [-4.14, 3.76, 0.00], [-5.61, 4.46, -1.85], [-5.72, 3.14, -3.93], [-4.43, 1.04, -4.14], [-2.97, 0.31, -2.28], [-2.66, 2.00, 3.16], [-1.91, 3.92, 4.51], [-0.70, 5.79, 3.45], [-0.38, 5.81, 0.99], [-1.21, 3.96, -0.37], [-0.47, -2.24, 2.94], [0.96, -4.00, 3.92], [2.81, -6.02, 2.55], [3.82, -4.93, 3.49], [4.32, -5.89, 0.74], [5.35, -4.82, 1.67], [5.18, -3.70, -1.17], [4.03, -1.76, -2.13], [5.13, -0.31, -0.76], [6.96, 1.25, -1.10], [6.58, 3.39, -2.28], [4.33, 3.92, -3.17], [2.48, 2.35, -2.86], [3.47, -0.16, -3.82], [2.90, -0.66, -6.12], [0.53, -0.85, -6.82], [-1.25, -0.72, -5.10], [-0.69, -0.39, -2.76], [3.52, 0.70, 1.83], [2.12, 1.72, 1.14], [2.58, 3.45, 0.73], [0.69, 1.64, 2.33], [1.55, 1.05, -0.35], [4.36, 1.35, 2.11], [3.91, -0.04, 1.14], [3.19, 0.18, 2.73], [2.95, 3.95, 1.63], [1.71, 4.02, 0.38], [3.36, 3.49, -0.03], [0.77, 2.47, 3.03], [0.70, 0.71, 2.90], [-0.28, 1.73, 1.82]],
  "lowdin_charge": [1.018, -0.632, 0.994, -0.308, -0.029, 0.020, -0.120, -0.077, -0.078, -0.126, 0.024, -0.043, -0.287, 0.998, -0.398, -0.070, -0.048, -0.055, -0.064, -0.156, -0.410, -0.098, -0.058, -0.057, -0.064, -0.130, -0.185, -0.084, -0.306, -0.045, 0.018, -0.127, -0.080, -0.078, -0.127, 0.018, -0.063, -0.195, 0.914, -0.291, -0.075, -0.042, -0.046, -0.052, -0.106, -0.320, -0.054, -0.025, -0.025, -0.029, -0.232, -0.114, -0.069, 0.128, 0.124, 0.128, 0.128, 0.128, 0.127, 0.124, 0.115, 0.112, 0.116, 0.116, 0.113, 0.090, 0.108, 0.117, 0.115, 0.116, 0.076, 0.129, 0.129, 0.129, 0.129, 0.131, 0.130, 0.130, 0.108, 0.098, 0.119, 0.119, 0.120, 0.092, 0.109, 0.125, 0.125, 0.125, 0.028, -0.115, 0.458, -0.119, -0.148, -0.481, 0.056, 0.014, 0.047, 0.060, 0.033, 0.032, 0.062, 0.042, -0.023],
  "relative_energy_ev": 1.471,
  "lumo_ev": -5.18,
  "total_charge": 2,
  "total_energy_ev": -99686.02437
}